# 1
Molecular formula: C6H8S
Method: DFT, ωB97M-V/def2-TZVPD

Structure (XYZ):
```
15
Properties=species:S:1:pos:R:3
C -1.66266 0.42905 0.26115
C -0.95648 -0.37255 -0.54506
C -0.92955 1.12745 1.34368
C 0.74563 0.31938 1.00313
C 0.43689 -0.48067 -0.22531
C 1.39357 -0.72335 -1.40462
S 0.78140 -1.38640 1.39795
H -2.61770 0.40828 -0.09177
H -1.44012 -1.02116 -1.15500
H -0.72559 2.25790 1.34228
H -1.44167 0.83362 2.20363
H 1.63530 0.99331 0.95251
H 2.29987 -0.28820 -1.22934
H 0.88480 -0.32536 -2.29754
H 1.59631 -1.77130 -1.55569
```

Summary:
structure (SMILES) = C[C@]12C=CC[C@H]1S2
LUMO = 0.97 eV
frontier orbital gap = 9.39 eV
max |F| = 0.08307 Eh/bohr
multiplicity = 1

# 2
Molecular formula: C4H8O2
Method: DFT, ωB97M-V/def2-TZVPD

Structure (XYZ):
```
14
Properties=species:S:1:pos:R:3
O -0.23860 -1.63063 -1.07561
C -1.00674 -0.47021 -0.78698
C -0.14154 0.52408 -0.11398
C 1.13420 1.24924 -0.46055
O 1.05022 1.91982 0.83716
C -0.10006 1.19081 1.04203
H -0.79420 -2.22913 -1.59091
H -1.85687 -0.70440 -0.12818
H -1.41887 -0.04469 -1.71657
H 0.39162 -1.77248 1.55289
H 2.04549 0.65214 -0.52060
H 1.09696 1.97938 -1.27137
H 0.49955 -1.94919 2.26745
H -0.66118 1.28525 1.96523
```

Summary:
LUMO = 0.79 eV
frontier orbital gap = 9.59 eV
max |F| = 0.00862 Eh/bohr
multiplicity = 1

# 3
Molecular formula: C2H5BClLuO2
Method: DFT, ωB97M-V/def2-TZVPD

Structure (XYZ):
```
12
Properties=species:S:1:pos:R:3
Cl -1.09143 2.59611 -0.71558
B -1.06373 0.66513 0.25579
O -0.38853 -0.03440 -0.94891
C 0.76111 -0.82820 -0.42109
C 0.75467 -0.48359 1.09149
O -0.23826 0.53312 1.30085
H -2.20422 0.35264 0.43415
H 1.68763 -0.47176 -0.86653
H 0.59266 -1.86851 -0.67816
H 0.52047 -1.35704 1.69527
H 1.72052 -0.09526 1.40360
Lu -1.05089 0.99176 -2.55087
```

Summary:
net charge = +2
LUMO = -11.58 eV
frontier orbital gap = 6.69 eV
max |F| = 0.03947 Eh/bohr
multiplicity = 1